(a)
This record from OMol25 describes H22O11 as an isolated structure. The level of theory is ωB97M-V with the def2-TZVPD basis set.

## Properties
Net charge: 0
Lowest unoccupied orbital energy (eV): -0.907
Kohn-Sham gap (eV): 8.2

Last column: natural (NBO) charge in e.
Cartesian coordinates (Å):
1 O 0.391 0.135 1.673  -0.8521
2 H 1.200 0.645 1.720  0.5097
3 H -0.227 0.615 2.224  0.4975
4 O -0.120 2.116 -0.602  -0.9774
5 H -1.031 2.313 -0.387  0.5388
6 H 0.283 2.971 -0.752  0.5202
7 O -0.752 -2.357 0.171  -0.8631
8 H -0.995 -3.267 -0.001  0.5019
9 H -0.018 -2.189 -0.421  0.4696
10 O 1.839 1.326 -0.477  -0.9226
11 H 1.685 2.034 0.149  0.4740
12 H 2.406 0.713 -0.010  0.4731
13 O 1.054 2.201 -2.263  -0.9785
14 H 1.984 2.001 -2.373  0.4557
15 H 0.771 1.639 -1.542  0.4725
16 O 0.543 -2.295 -1.651  -0.9014
17 H 1.341 -2.777 -1.435  0.4739
18 H 0.715 -1.400 -1.358  0.4888
19 O 0.044 -0.302 -0.519  -1.0178
20 H 0.069 0.648 -0.406  0.5249
21 H 0.026 -0.649 0.373  0.5047
22 O -2.059 1.203 0.871  -0.9572
23 H -1.712 0.381 0.525  0.4663
24 H -1.660 1.288 1.736  0.3946
25 O -1.338 0.024 -2.040  -0.9734
26 H -1.114 0.942 -1.883  0.4357
27 H -0.665 -0.470 -1.572  0.4553
28 O -1.955 -0.898 0.725  -0.9010
29 H -1.348 -1.568 0.410  0.4187
30 H -1.654 -0.700 1.612  0.4042
31 O 0.787 -1.787 2.322  -1.0005
32 H 0.428 -0.970 1.976  0.4239
33 H 1.082 -1.565 3.205  0.4411



(b)
This record from OMol25 describes a 11-piece molecular cluster, H22O11 overall. The level of theory is ωB97M-V with the def2-TZVPD basis set.

## Properties
Net charge: 0
Lowest unoccupied orbital energy (eV): -0.253
Kohn-Sham gap (eV): 10.7

Last column: natural (NBO) charge in e.
Cartesian coordinates (Å):
1 H 0.993 -0.093 -0.656  0.4868
2 H 0.380 1.229 -0.222  0.4717
3 H -1.593 -1.851 -2.962  0.4745
4 H -2.070 -2.470 -4.266  0.4594
5 H -0.327 -3.135 1.139  0.4800
6 H -1.611 -3.161 0.326  0.4491
7 H -1.197 1.248 0.455  0.4841
8 H -0.703 2.611 -0.001  0.4622
9 H 2.344 0.567 3.462  0.4728
10 H 1.167 1.234 2.769  0.4686
11 H -0.042 -3.365 -3.916  0.4612
12 H 0.985 -2.427 -4.528  0.4757
13 H 6.347 1.409 -0.410  0.4691
14 H 4.834 1.351 -0.272  0.4602
15 H 0.299 -0.638 3.878  0.4761
16 H -0.220 0.012 2.606  0.4731
17 H -5.201 1.634 0.924  0.4625
18 H -3.771 1.124 0.857  0.4766
19 H -2.918 -1.497 0.134  0.4605
20 H -3.783 -0.897 -0.962  0.4796
21 H 2.755 2.970 0.668  0.4721
22 H 3.496 3.717 -0.429  0.4569
23 O 0.177 0.291 -0.316  -0.9689
24 O -2.088 -1.648 -3.763  -0.9339
25 O -0.897 -3.729 0.638  -0.9284
26 O -0.982 2.128 0.785  -0.9364
27 O 2.070 1.401 3.065  -0.9480
28 O 0.539 -2.628 -3.698  -0.9365
29 O 5.632 0.834 -0.114  -0.9296
30 O 0.383 -0.672 2.919  -0.9428
31 O -4.406 1.528 1.459  -0.9420
32 O -3.679 -0.923 -0.004  -0.9377
33 O 3.086 3.844 0.435  -0.9286



(c)
This record from OMol25 describes a 11-piece molecular cluster, H22O11 overall. The level of theory is ωB97M-V with the def2-TZVPD basis set.

## Properties
Net charge: 0
Lowest unoccupied orbital energy (eV): -0.668
Kohn-Sham gap (eV): 9.8

Last column: natural (NBO) charge in e.
Cartesian coordinates (Å):
1 O 0.721 0.643 -3.723  -0.9372
2 H 0.390 0.910 -4.536  0.4562
3 H -0.082 0.248 -3.451  0.4704
4 O -0.893 -1.497 -2.694  -0.9130
5 H -1.564 -0.841 -2.635  0.4512
6 H -0.581 -1.516 -1.839  0.4705
7 O 0.819 -3.423 -1.481  -0.9619
8 H 1.222 -2.622 -1.141  0.4806
9 H 1.539 -4.018 -1.596  0.4589
10 O -0.478 0.508 -0.231  -0.9717
11 H -0.223 0.803 0.640  0.4785
12 H 0.243 0.113 -0.645  0.4874
13 O 2.070 -0.977 1.745  -0.9478
14 H 1.149 -0.895 2.017  0.5010
15 H 2.436 -0.140 1.988  0.4703
16 O -2.034 -1.645 0.015  -0.9300
17 H -1.686 -2.234 0.719  0.4381
18 H -1.459 -0.938 0.122  0.4728
19 O 0.247 1.667 2.230  -0.9650
20 H 0.763 1.696 3.031  0.4841
21 H -0.627 1.459 2.535  0.4961
22 O 1.637 -1.011 -0.888  -0.9917
23 H 1.874 -0.895 0.054  0.4998
24 H 2.022 -0.251 -1.350  0.4997
25 O 0.197 3.175 -0.273  -0.9319
26 H 0.216 2.253 -0.061  0.4695
27 H 0.730 3.518 0.441  0.4615
28 O -2.342 3.275 1.081  -0.9633
29 H -1.410 3.216 0.876  0.4777
30 H -2.729 3.137 0.225  0.4700
31 O -0.572 -1.003 2.657  -0.9538
32 H -0.701 -0.803 3.587  0.4841
33 H -0.893 -1.909 2.581  0.4890



(d)
This record from OMol25 describes H22O11 as an isolated structure. The level of theory is ωB97M-V with the def2-TZVPD basis set.

## Properties
Net charge: 0
Lowest unoccupied orbital energy (eV): -0.303
Kohn-Sham gap (eV): 8.9

Last column: natural (NBO) charge in e.
Cartesian coordinates (Å):
1 O -0.652 -3.474 0.313  -0.9324
2 H -0.830 -2.780 1.022  0.4318
3 H 0.105 -3.110 -0.039  0.4647
4 O 0.820 -0.250 2.709  -0.9775
5 H 1.415 -0.980 2.863  0.4660
6 H 0.098 -0.864 2.893  0.4793
7 O -0.851 -1.801 2.322  -0.9098
8 H -1.055 -2.324 3.060  0.5010
9 H -1.578 -1.780 1.752  0.5000
10 O -1.860 -0.963 -1.136  -0.9694
11 H -2.482 -1.118 -0.566  0.4514
12 H -1.199 -0.349 -0.645  0.4861
13 O -1.674 1.046 -2.917  -1.0196
14 H -0.686 1.194 -2.950  0.4402
15 H -1.728 0.486 -2.205  0.4530
16 O -0.027 0.195 -0.029  -0.9564
17 H 0.759 0.591 -0.448  0.5070
18 H 0.418 -0.153 0.730  0.5111
19 O 0.840 2.539 2.955  -0.9518
20 H 1.064 1.664 2.744  0.4875
21 H 1.832 3.073 2.792  0.4607
22 O 0.455 1.669 -3.141  -0.8641
23 H 0.564 1.945 -4.054  0.4960
24 H 0.696 2.424 -2.688  0.4812
25 O 2.795 0.309 -0.146  -0.9307
26 H 2.847 1.116 -0.629  0.4607
27 H 3.322 -0.148 -0.819  0.4804
28 O -0.061 -2.242 -2.327  -0.9952
29 H -0.615 -1.866 -1.689  0.4833
30 H -0.561 -2.217 -3.251  0.4780
31 O -1.031 2.834 0.971  -0.9755
32 H -0.636 3.315 1.737  0.4904
33 H -0.489 2.027 0.832  0.4726



Relative energies, unit hartree: (a) 0.4895; (b) 0.0292; (c) 0.0000; (d) 0.1314



(a)
This record from OMol25 describes a 11-piece molecular cluster, H22O11 overall. The level of theory is ωB97M-V with the def2-TZVPD basis set.

## Properties
Net charge: 0
Lowest unoccupied orbital energy (eV): -0.594
Kohn-Sham gap (eV): 9.3

Last column: natural (NBO) charge in e.
Cartesian coordinates (Å):
1 O 1.229 -2.065 -2.158  -0.9796
2 H 0.325 -1.752 -2.142  0.5120
3 H 1.579 -1.747 -2.990  0.4731
4 O -3.517 0.730 0.800  -0.9482
5 H -2.983 0.974 1.557  0.4806
6 H -3.739 1.563 0.385  0.4458
7 O -0.576 -0.140 -3.052  -0.9827
8 H -1.215 0.567 -3.139  0.4693
9 H 0.231 0.297 -2.783  0.4942
10 O 3.012 -3.102 -0.059  -0.9435
11 H 3.811 -2.576 -0.017  0.4405
12 H 2.446 -2.630 -0.670  0.4952
13 O 3.001 0.367 -0.221  -0.9612
14 H 3.066 0.168 0.713  0.4931
15 H 3.665 -0.187 -0.632  0.4919
16 O 1.282 1.491 -2.020  -0.9686
17 H 1.033 2.393 -1.818  0.4842
18 H 1.752 1.192 -1.242  0.4902
19 O -1.947 1.748 2.553  -0.9545
20 H -1.189 2.297 2.755  0.4826
21 H -2.417 1.672 3.383  0.4960
22 O 0.268 -0.394 0.536  -0.9734
23 H 1.021 -0.185 -0.017  0.4896
24 H -0.191 0.439 0.641  0.4865
25 O -1.947 -1.838 -0.319  -0.9644
26 H -1.124 -1.476 0.011  0.4800
27 H -2.425 -1.079 -0.653  0.4689
28 O -0.744 -1.836 3.314  -0.9385
29 H -0.650 -1.323 2.512  0.4800
30 H 0.053 -1.654 3.811  0.4579
31 O -0.837 2.554 0.016  -0.9389
32 H -0.488 2.938 0.820  0.4592
33 H -1.787 2.593 0.124  0.4825



(b)
This record from OMol25 describes a 11-piece molecular cluster, H22O11 overall. The level of theory is ωB97M-V with the def2-TZVPD basis set.

## Properties
Net charge: 0
Lowest unoccupied orbital energy (eV): -0.239
Kohn-Sham gap (eV): 10.2

Last column: natural (NBO) charge in e.
Cartesian coordinates (Å):
1 H 0.207 -1.245 -0.321  0.4972
2 H -0.765 -1.317 0.845  0.4545
3 H -2.359 1.749 0.058  0.4745
4 H -1.804 0.983 1.247  0.4843
5 H -0.951 3.527 0.758  0.4903
6 H -1.531 4.887 1.113  0.4593
7 H 1.742 1.969 -2.865  0.4624
8 H 1.284 1.302 -1.578  0.4861
9 H 2.238 0.391 4.379  0.4734
10 H 1.054 0.552 3.440  0.4755
11 H 3.516 0.910 -1.506  0.4749
12 H 3.757 0.794 -0.010  0.4560
13 H -2.710 -2.807 -0.311  0.4687
14 H -3.013 -4.183 -0.882  0.4712
15 H -2.259 0.460 -3.899  0.4576
16 H -1.603 1.136 -2.707  0.4666
17 H 0.642 -3.003 -4.099  0.4671
18 H 2.032 -3.218 -3.524  0.4644
19 H 1.792 -1.044 1.393  0.4682
20 H 3.208 -0.955 0.846  0.4603
21 H -2.998 -0.959 4.849  0.4717
22 H -2.012 -0.999 3.693  0.4609
23 O -0.516 -0.763 0.096  -0.9521
24 O -1.736 1.828 0.789  -0.9477
25 O -0.726 4.464 0.794  -0.9607
26 O 1.371 1.147 -2.525  -0.9484
27 O 1.485 -0.089 4.017  -0.9485
28 O 3.069 0.988 -0.656  -0.9298
29 O -2.309 -3.670 -0.468  -0.9399
30 O -1.558 1.080 -3.668  -0.9240
31 O 1.573 -2.826 -4.275  -0.9313
32 O 2.300 -0.695 0.652  -0.9308
33 O -2.421 -0.394 4.322  -0.9322



Relative energies, unit hartree: (a) 0.0000; (b) 0.0547